Entry 1:
Here is a 2-piece molecular cluster, C5H14NO overall at a distorted geometry from the Open Molecules 2025 dataset. Energies are from the ωB97M-V functional and the def2-TZVPD basis.

The geometry in XYZ format:
```
21
Properties=species:S:1:pos:R:3:mulliken_charge:R:1
O -1.7446 -0.0279 -1.3900 -0.663
C -0.9325 -0.9031 -1.7501 0.383
C -0.5918 -1.2101 -3.1934 -1.037
H -0.4413 -1.5673 -1.0221 0.308
H 0.4142 -1.6098 -3.3177 0.347
H -0.7005 -0.2921 -3.7747 0.298
H -1.2875 -2.0396 -3.5223 0.319
C -0.3393 0.3859 1.4880 -0.751
C 1.0477 0.6651 1.0405 -0.328
C 2.0421 -0.2800 1.6977 -1.332
N -1.3158 1.3121 0.8688 -0.132
H -0.5838 -0.6736 1.2616 0.266
H -0.3049 0.5979 2.5335 0.490
H 1.3000 1.6597 1.3164 0.434
H 1.0628 0.7389 -0.1404 0.273
H 2.0099 -0.2501 2.7937 0.346
H 1.8791 -1.2848 1.4089 0.374
H 3.0621 0.0921 1.4890 0.347
H -0.8791 2.2451 0.9484 0.384
H -1.5009 1.0825 -0.1345 0.305
H -2.1960 1.3591 1.3987 0.370
```

Output
- energy (Eh) = -328.64139
- frontier orbital gap (eV) = 11.24
- LUMO energy (Ha) = -0.1174
- net charge = +1
- energy relative to the best compared isomer or geometry (same formula, charge and spin) (eV) = 1.2203

Entry 2:
Here is an isolated ion of composition C5H14NO and charge +1 at a distorted geometry from the Open Molecules 2025 dataset. Energies are from the ωB97M-V functional and the def2-TZVPD basis.

The geometry in XYZ format:
```
21
Properties=species:S:1:pos:R:3:mulliken_charge:R:1
C -2.1885 -0.8368 0.0417 -1.083
C 0.1778 0.1403 -1.3413 -1.861
C 2.0370 -1.0860 0.5410 -0.993
C -1.4123 0.3601 0.6163 -0.708
C 0.1365 0.2359 0.1534 0.717
N 0.9429 1.5923 0.5339 -0.145
O 0.6477 -0.8315 0.8962 -0.365
H -1.7197 -1.9030 0.1383 0.256
H -2.1104 -0.8394 -1.0908 0.296
H -3.2520 -0.9495 0.3818 0.353
H 1.0563 0.7403 -1.7665 0.599
H 0.4002 -0.8737 -1.5534 0.463
H -0.5724 0.6418 -1.8948 0.394
H 2.2026 -2.0500 0.8263 0.315
H 2.6286 -0.4890 1.1701 0.384
H 2.1646 -0.8616 -0.4623 0.470
H -1.7776 1.3123 0.2739 0.408
H -1.3624 0.4863 1.6701 0.443
H 0.4398 1.9725 1.3470 0.374
H 1.8513 1.2163 0.8876 0.337
H 0.9935 2.1227 -0.3005 0.345
```

Output
- SMILES string = CC[C@@](C)([NH3+])OC
- energy (Eh) = -328.59514
- frontier orbital gap (eV) = 11.69
- LUMO energy (Ha) = -0.1246
- net charge = +1
- energy relative to the best compared isomer or geometry (same formula, charge and spin) (eV) = 2.4788

Entry 3:
Here is a 2-piece molecular cluster, C5H14NO overall at a distorted geometry from the Open Molecules 2025 dataset. Energies are from the ωB97M-V functional and the def2-TZVPD basis.

The geometry in XYZ format:
```
21
Properties=species:S:1:pos:R:3:mulliken_charge:R:1
C -0.6022 1.7169 1.1339 -0.819
O -0.9638 2.1873 -0.1374 -0.392
C -0.5213 0.1218 1.3164 0.188
C 0.9486 -0.3533 0.8299 0.201
C 1.3295 0.1859 -0.5444 -1.300
C 0.9214 -1.9104 0.8640 -1.419
N -1.3746 -0.3951 0.4408 -0.401
H 0.3482 2.1735 1.3384 0.390
H -1.2762 2.0578 1.9192 0.371
H -1.5245 1.5201 -0.5006 0.422
H -0.6412 -0.2150 2.3372 0.667
H 1.6171 0.1086 1.5609 0.475
H 2.1105 -0.3150 -1.0953 0.389
H 1.5163 1.2195 -0.3089 0.396
H 0.4386 0.2480 -1.1847 0.320
H 0.1176 -2.2185 1.5287 0.414
H 0.5793 -2.1917 -0.1157 0.426
H 1.8552 -2.2929 1.2435 0.374
H -2.2696 -0.5827 0.9218 0.298
H -1.6359 -0.6826 -5.6842 0.000
H -0.9730 -0.3822 -5.8636 0.000
```

Output
- energy (Eh) = -328.41885
- frontier orbital gap (eV) = 7.24
- LUMO energy (Ha) = -0.3182
- net charge = +1
- energy relative to the best compared isomer or geometry (same formula, charge and spin) (eV) = 7.2759

Entry 4:
Here is an isolated ion of composition C5H14NO and charge +1 at a distorted geometry from the Open Molecules 2025 dataset. Energies are from the ωB97M-V functional and the def2-TZVPD basis.

The geometry in XYZ format:
```
21
Properties=species:S:1:pos:R:3:mulliken_charge:R:1
C 2.1105 -0.7696 1.4053 -1.524
C 0.8050 -0.5080 0.6029 0.212
C 0.1077 0.7771 1.0532 -0.821
C -1.2745 1.0894 0.3944 -0.597
C -1.9861 0.0972 -0.5631 -0.643
O -1.2485 -0.1563 -1.7388 -0.574
N 1.2145 -0.4443 -0.8787 -0.221
H 2.8199 0.0362 1.2304 0.455
H 2.3917 -1.8079 1.2253 0.417
H 1.8676 -0.7753 2.4490 0.397
H 0.1320 -1.3748 0.6664 0.320
H 0.8140 1.5928 0.8808 0.310
H -0.0945 0.7099 2.0946 0.414
H -1.3044 2.0298 -0.1786 0.286
H -2.0084 1.2925 1.1680 0.423
H -2.0777 -0.8657 -0.0497 0.299
H -2.9662 0.5062 -0.7485 0.437
H -1.5522 0.4193 -2.4557 0.320
H 0.5933 0.1491 -1.4370 0.338
H 1.1389 -1.3650 -1.3157 0.360
H 2.1845 -0.1628 -0.9408 0.392
```

Output
- SMILES string = C[C@H]([NH3+])CCCO
- energy (Eh) = -328.65425
- frontier orbital gap (eV) = 11.44
- LUMO energy (Ha) = -0.1143
- net charge = +1
- energy relative to the best compared isomer or geometry (same formula, charge and spin) (eV) = 0.8704

Entry 5:
Here is C5H14NO2 as an isolated structure at a distorted geometry from the Open Molecules 2025 dataset. Energies are from the ωB97M-V functional and the def2-TZVPD basis.

The geometry in XYZ format:
```
22
Properties=species:S:1:pos:R:3:mulliken_charge:R:1
C -1.4019 -1.3212 -1.0448 -0.667
N -0.2653 -0.4575 -1.3687 -0.609
C -0.3936 0.8929 -0.8138 -0.451
C 0.9669 1.5046 -0.4876 -0.825
C 1.1017 1.8812 0.9797 -0.642
O 1.0622 0.7432 1.7764 -0.735
C -1.6747 -1.5393 0.4648 -0.843
H -2.2851 -0.8776 -1.5101 0.290
H -1.2173 -2.2622 -1.5370 0.427
H 0.5558 -0.8819 -0.9472 0.415
H -0.9891 1.4771 -1.5250 0.409
H -0.9619 0.8888 0.1134 0.332
H 1.7289 0.7656 -0.7339 0.409
H 1.1974 2.3290 -1.1886 0.350
H 2.0421 2.4547 1.1027 0.274
H 0.2716 2.5458 1.2640 0.320
H -0.8048 -1.2073 1.0432 0.218
H -2.5532 -1.0139 0.8171 0.308
H -1.7434 -2.6076 0.6377 0.350
H 1.3740 -0.2736 1.1819 0.361
H 2.3278 -1.7424 1.1575 0.152
O 1.6616 -1.2984 0.6183 -0.843
```

Output
- energy (Eh) = -404.14394
- frontier orbital gap (eV) = 8.17
- LUMO energy (Ha) = 0.1545
- net charge = -1
- energy relative to the best compared isomer or geometry (same formula, charge and spin) (eV) = 0.2890

Entry 6:
Here is a 2-piece molecular cluster, C5H14NO2 overall at a distorted geometry from the Open Molecules 2025 dataset. Energies are from the ωB97M-V functional and the def2-TZVPD basis.

The geometry in XYZ format:
```
22
Properties=species:S:1:pos:R:3:mulliken_charge:R:1
C -1.2872 1.3116 -1.9897 -0.833
N -0.9121 -0.1488 -2.0255 -0.413
C -0.1481 -0.7754 -0.8103 0.176
C 1.0070 0.1548 -0.3899 -0.374
C 1.8259 -0.4505 0.9006 -0.749
O 1.0264 -0.6345 1.9632 -0.890
C -1.1329 -1.2337 0.2946 -1.128
H -0.4882 2.0414 -2.3339 0.245
H -1.4019 1.6384 -0.9320 0.290
H -2.2171 1.3251 -2.5042 0.329
H -0.4445 -0.3486 -2.8789 0.258
H 0.3623 -1.6624 -1.3059 0.210
H 1.9015 0.2426 -1.1235 0.179
H 0.6567 1.2186 -0.2525 0.260
H 2.3000 -1.3857 0.4115 0.308
H 2.6151 0.2491 1.1961 0.358
H -1.9225 -1.8358 -0.2638 0.388
H -1.4098 -0.4108 0.9689 0.141
H -0.6550 -1.9697 0.9734 0.316
H 0.7342 0.6675 2.8792 0.425
H -0.6305 0.8245 3.5631 0.257
O 0.2206 1.1825 3.6595 -0.753
```

Output
- energy (Eh) = -404.09851
- frontier orbital gap (eV) = 6.93
- LUMO energy (Ha) = 0.1393
- net charge = -1
- energy relative to the best compared isomer or geometry (same formula, charge and spin) (eV) = 1.5251

Entry 7:
Here is a 2-piece molecular cluster, C5H14NO2 overall at a distorted geometry from the Open Molecules 2025 dataset. Energies are from the ωB97M-V functional and the def2-TZVPD basis.

The geometry in XYZ format:
```
22
Properties=species:S:1:pos:R:3:mulliken_charge:R:1
C -1.8476 -0.7710 -2.5975 -1.293
C 2.7239 1.9684 1.8336 -1.066
C -0.0406 -0.6803 -0.6395 -0.751
C -1.3766 -0.1664 -1.2026 0.351
C 2.1683 0.6538 1.5913 -0.060
N -0.1382 -1.7394 0.4249 -0.087
O -2.3941 -0.5194 -0.2153 -0.632
O 1.2484 0.2373 2.4598 -0.557
H -2.6969 -0.3665 -2.9417 0.398
H -1.8683 -1.9377 -2.2962 0.344
H -1.0798 -0.7087 -3.3506 0.365
H 3.3535 1.9790 2.6598 0.376
H 3.4986 2.1574 1.0152 0.296
H 1.9411 2.7125 2.0214 0.337
H 0.7057 -0.7710 -1.3288 0.609
H -1.2660 1.0123 -1.3118 0.274
H 2.1108 0.2358 0.6672 0.413
H 0.3733 -1.3809 1.1650 0.252
H -0.0408 -2.6452 0.0246 0.331
H -1.0526 -1.4936 0.7817 0.391
H -2.9670 -1.1057 -0.6826 0.379
H 1.0156 0.8200 3.1830 0.330
```

Output
- energy (Eh) = -403.70235
- frontier orbital gap (spin up / spin down) (eV) = 10.69 / 5.35
- LUMO energy (spin up / spin down) (Ha) = -0.1161 / -0.1846
- net charge = +1
- energy relative to the best compared isomer or geometry (same formula, charge and spin) (eV) = 6.5037

Entry 8:
Here is a 2-piece molecular cluster, C5H14NO2 overall at a distorted geometry from the Open Molecules 2025 dataset. Energies are from the ωB97M-V functional and the def2-TZVPD basis.

The geometry in XYZ format:
```
22
Properties=species:S:1:pos:R:3:mulliken_charge:R:1
C -0.2351 -2.2108 -1.7943 -1.223
C 1.1752 -0.0098 0.9705 -0.978
C 0.4155 2.3638 1.1739 -0.755
C -0.4557 0.8411 -0.5108 -1.461
C -1.2803 -1.7211 -0.9014 1.007
N 0.1062 0.9667 0.8539 0.123
O -2.4853 -1.2120 -1.2701 -0.488
O -1.3116 -2.1908 0.3486 -0.477
H 0.6616 -1.7455 -1.7841 0.307
H -0.0136 -3.2004 -1.3555 0.358
H -0.5225 -2.2793 -2.8003 0.433
H 1.7151 -0.0420 0.0167 0.341
H 1.8239 0.1787 1.6950 0.435
H 0.9737 -1.0206 1.1045 0.347
H 1.2613 2.4986 1.8407 0.322
H 0.6726 2.6327 0.1606 0.350
H -0.5399 2.9052 1.5193 0.294
H -1.2302 1.4852 -0.7236 0.521
H 0.3062 0.9527 -1.2290 0.491
H -0.5977 0.5918 1.4567 0.267
H -2.4407 -0.5894 -2.0917 0.402
H -2.2676 -2.1591 0.7812 0.384
```

Output
- energy (Eh) = -403.74012
- frontier orbital gap (eV) = 7.68
- LUMO energy (Ha) = -0.1293
- net charge = +1
- energy relative to the best compared isomer or geometry (same formula, charge and spin) (eV) = 5.4760

Entry 9:
Here is a 2-piece molecular cluster, C5H14NO2 overall at a distorted geometry from the Open Molecules 2025 dataset. Energies are from the ωB97M-V functional and the def2-TZVPD basis.

The geometry in XYZ format:
```
22
Properties=species:S:1:pos:R:3:mulliken_charge:R:1
O -1.9984 -1.0902 0.9237 -0.544
C -0.9968 -2.0104 0.5302 -0.482
C 0.1402 -0.9523 0.0657 0.037
N -0.6602 0.3388 -0.3376 -0.276
C 0.2602 1.2662 -1.3038 -0.435
C 1.5772 0.5682 -1.3024 -0.625
C 1.3846 -0.9937 -0.8928 -0.664
H -2.8717 -1.5216 1.1130 0.325
H -0.6806 -2.7724 1.2564 0.329
H -1.4490 -2.5268 -0.3566 0.330
H 0.5827 -0.7191 1.0175 0.174
H -1.5773 0.1994 -0.7607 0.398
H -0.9899 0.9016 0.4433 0.359
H 0.2461 2.2550 -0.8452 0.282
H -0.1320 1.3012 -2.3395 0.345
H 2.2750 1.0033 -0.6745 0.351
H 2.1475 0.5926 -2.2806 0.364
H 1.1526 -1.6066 -1.7750 0.315
H 2.1478 -1.4260 -0.3495 0.405
H -0.2268 2.8359 1.7870 0.314
H 1.2476 2.1334 2.3727 0.293
O 0.5680 2.3041 1.7229 -0.596
```

Output
- energy (Eh) = -403.85177
- frontier orbital gap (eV) = 11.83
- LUMO energy (Ha) = -0.1070
- net charge = +1
- energy relative to the best compared isomer or geometry (same formula, charge and spin) (eV) = 2.4378

Entry 10:
Here is a 2-piece molecular cluster, C5H14NO2 overall at a distorted geometry from the Open Molecules 2025 dataset. Energies are from the ωB97M-V functional and the def2-TZVPD basis.

The geometry in XYZ format:
```
22
Properties=species:S:1:pos:R:3:mulliken_charge:R:1
C 0.0277 0.1301 2.3293 -1.583
C -0.0345 0.0334 0.8296 0.375
C -1.3658 0.4912 0.2651 -1.065
C -1.7103 0.0950 -1.2015 -0.736
C -0.9910 0.8662 -2.2737 0.184
O 0.0291 1.4762 -2.0955 -0.607
N 1.0659 0.8802 0.1847 -0.181
H 1.0410 0.2190 2.6882 0.430
H -0.5515 -0.6439 2.7369 0.421
H -0.4879 1.0197 2.6608 0.404
H 0.2338 -0.9560 0.5002 0.309
H -1.4001 1.5446 0.4230 0.446
H -2.1560 0.0387 0.8655 0.472
H -2.7977 0.1812 -1.3602 0.381
H -1.4572 -0.9663 -1.2483 0.323
H -1.4911 0.8226 -3.2404 0.381
H 1.7140 0.2674 -0.2670 0.310
H 1.5168 1.4805 0.8512 0.368
H 0.6737 1.3801 -0.5887 0.348
H 2.9440 -3.0423 -1.3805 0.323
H 2.5465 -2.9370 0.0610 0.325
O 2.6506 -2.3806 -0.7396 -0.628
```

Output
- energy (Eh) = -403.90370
- frontier orbital gap (eV) = 11.54
- LUMO energy (Ha) = -0.1068
- net charge = +1
- energy relative to the best compared isomer or geometry (same formula, charge and spin) (eV) = 1.0248